*w*
The following is a quantum chemistry calculation of the ion C6H12N3S with charge +1, from the OMol25 dataset.

CARTESIAN COORDINATES (ANGSTROEM)
C1 -1.911 -0.115 0.065
C2 -0.891 -2.316 -0.085
C3 0.103 -1.528 0.658
C4 1.010 1.998 0.643
C5 0.469 0.415 -0.951
C6 0.431 0.825 1.322
N1 -1.960 -1.303 -0.396
N2 0.141 -0.079 0.391
N3 0.571 1.851 -0.770
S1 -3.037 1.077 -0.350
H1 -0.590 -2.713 -1.042
H2 -1.291 -3.212 0.456
H3 -0.143 -1.747 1.701
H4 1.188 -1.908 0.658
H5 0.670 2.993 1.044
H6 2.051 1.812 0.783
H7 1.432 -0.019 -1.290
H8 -0.445 0.352 -1.678
H9 0.442 0.730 2.369
H10 -2.661 -1.728 -0.964
H11 -2.222 2.098 -0.147
H12 1.124 2.445 -1.375

Values from the calculation:
- orbital gap (alpha / beta) (eV) = 7.4 / 7.4
- HOMO level (alpha / beta) (eV) = -11.26 / -11.26
- multiplicity = 1
- lowest unoccupied orbital energy (alpha / beta) (eV) = -3.861 / -3.863
- charge = +1

These are the Mulliken partial charges, in e, on atoms 1 to 6: -0.06 -0.56 -0.63 -0.72 -0.52 -0.26

*x*
The following is a quantum chemistry calculation of the ion C6H12N3S with charge +1, from the OMol25 dataset.

CARTESIAN COORDINATES (ANGSTROEM)
C1 2.346 0.778 -1.722
S1 2.178 0.671 0.086
C2 0.800 -0.352 0.670
C3 1.142 -1.019 1.984
N1 0.518 -1.253 -0.340
C4 -0.578 -1.252 -0.946
C5 -1.875 -0.547 -0.663
C6 -1.536 0.549 0.312
N2 -2.353 1.539 0.377
N3 -0.329 0.575 0.951
H1 3.324 1.085 -1.801
H2 1.748 1.437 -2.404
H3 2.202 -0.305 -2.051
H4 1.612 -0.409 2.721
H5 1.775 -1.915 1.714
H6 0.291 -1.298 2.572
H7 -0.533 -1.919 -1.794
H8 -2.387 -0.219 -1.659
H9 -2.653 -1.307 -0.445
H10 -3.259 1.464 -0.085
H11 -2.278 2.381 0.901
H12 -0.155 1.316 1.623

Values from the calculation:
- orbital gap (eV) = 8.9
- HOMO level (eV) = -12.31
- multiplicity = 1
- SMILES string = CS[C@]1(C)N=CCC(=[NH2+])N1
- lowest unoccupied orbital energy (eV) = -3.464
- charge = +1

These are the Mulliken partial charges, in e, on atoms 1 to 6: -0.83 -0.08 0.70 -1.42 -0.58 -0.21

*x* ends up most stable, edging out the next structure by 335.4 kJ/mol.